1.
C32H44BBeF4N4O4 | wB97M-V/def2-TZVPD

Lowest unoccupied orbital energy (spin up / spin down) = -7.08 / -10.38 eV
Multiplicity = 2
Frontier orbital gap (spin up / spin down) = 5.9520 / 2.6564 eV
Total charge = +2
<S²> = 0.76

The geometry in XYZ format:
```
90
Properties=species:S:1:pos:R:3:forces:R:3
Be 0.63710 0.48530 -2.03511 -1.94 -1.91 0.92
B -0.89678 -1.34458 0.07691 -0.11 -1.23 2.15
F 0.42158 -1.66993 -0.09172 2.21 -0.99 -0.82
F -1.20992 -0.37822 -0.76493 -0.08 3.56 -3.36
F -1.73921 -2.38770 -0.10505 -0.78 -1.88 -0.37
F -1.02108 -0.89259 1.35679 -0.19 0.72 2.08
N -4.33487 1.18507 0.71326 -0.28 1.42 -0.70
C -3.97994 0.29041 1.61710 0.40 0.36 0.20
C -4.06848 0.54448 2.96358 0.28 2.12 0.45
C -4.43615 1.87905 3.34853 0.30 -1.93 0.62
C -4.74405 2.84554 2.41512 -0.03 -0.54 0.16
C -4.70549 2.43760 1.10219 -0.78 -1.95 -0.70
H -3.53606 -0.63876 1.29150 -0.28 -0.20 -0.33
H -3.68048 -0.21349 3.62790 -0.44 0.12 0.46
H -4.56548 2.10227 4.39727 0.20 0.04 0.16
H -5.11847 3.81441 2.71092 0.10 0.08 -0.05
H -5.25332 2.98097 0.34653 0.56 0.51 -0.32
N 2.71240 -1.19985 -2.82456 -0.24 -0.21 -1.84
C 3.19176 -1.94118 -1.80302 -0.19 0.23 -0.53
C 4.36565 -2.66802 -1.88426 -0.17 -0.96 -1.21
C 4.94549 -2.84250 -3.15555 -0.34 -0.13 0.63
C 4.30723 -2.32195 -4.25064 -0.30 1.04 -0.33
C 3.22288 -1.45735 -4.08907 0.39 -0.05 2.18
H 2.50655 -2.03268 -0.97326 0.35 0.52 0.46
H 4.67646 -3.33294 -1.09200 0.14 0.36 0.33
H 5.80664 -3.46117 -3.36058 0.16 -0.06 0.49
H 4.71226 -2.49124 -5.23739 -0.14 -0.05 -0.11
H 2.82357 -1.00466 -4.98463 -0.36 0.39 0.36
N -0.31263 -1.48993 -3.54550 0.25 0.12 -0.78
C -0.85026 -2.69383 -3.19488 1.80 0.37 -1.38
C -0.99377 -3.72873 -4.14418 -0.35 2.19 -1.97
C -0.79992 -3.37983 -5.52024 1.32 0.12 0.99
C -0.12829 -2.14271 -5.88770 -2.07 -2.59 0.67
C 0.00943 -1.25793 -4.88647 0.40 0.03 2.66
H -0.99636 -2.95517 -2.15721 -0.18 0.65 0.19
H -1.36625 -4.69986 -3.85337 -0.08 0.03 -0.07
H -1.03082 -4.13583 -6.25614 0.10 0.03 -0.20
H 0.23638 -1.84018 -6.85822 -0.35 -0.49 -0.27
H 0.55652 -0.37570 -5.18442 -0.23 0.64 0.78
N -0.52340 2.57900 -0.60040 0.82 0.00 0.07
C -1.09186 2.54858 0.64870 0.47 0.92 -2.06
C -1.15126 3.71263 1.40663 -0.04 0.48 0.24
C -0.55698 4.90585 0.97180 0.37 -0.39 -1.44
C -0.01587 4.92379 -0.32763 -0.10 -0.43 0.83
C -0.02541 3.75721 -1.05858 -0.70 -0.79 0.50
H -1.61286 1.64013 0.91265 0.26 -0.17 0.20
H -1.73549 3.69899 2.31487 0.16 -0.06 0.23
H -0.49911 5.83963 1.51134 -0.38 -0.20 0.48
H 0.44625 5.77606 -0.80353 -0.14 0.30 0.31
H 0.32082 3.82802 -2.07913 0.15 -0.49 -0.16
C 3.34147 0.03627 1.98567 -0.63 1.39 0.23
C 2.66011 0.99841 0.96707 0.80 -0.68 -1.72
O 2.26876 0.44184 -0.06045 -0.81 0.40 -0.39
C 2.58243 2.54164 1.06998 0.27 -1.21 1.58
H 2.60214 -0.20829 2.74835 -0.04 0.21 0.17
H 4.16312 0.55018 2.48456 0.05 -0.13 0.02
H 3.65713 -0.92597 1.58250 -0.01 0.42 -0.58
H 1.56867 2.77538 1.39517 -0.14 0.15 -0.22
H 2.84922 3.12279 0.18728 -0.11 -0.60 -0.19
H 3.22704 2.84541 1.89479 0.06 0.18 -0.03
C 0.43223 0.83971 3.77425 -0.12 -0.17 0.36
C 1.19949 0.96636 5.09653 -1.73 3.39 -2.15
O 1.68952 0.00131 5.54089 1.72 -2.46 1.70
C 1.22646 2.37320 5.74449 -0.78 -1.08 -0.43
H 0.59293 -0.18737 3.44656 -0.05 0.23 -0.44
H 0.71606 1.60523 3.05209 0.26 -0.16 -0.08
H -0.64649 0.96274 3.87085 -0.11 0.08 0.38
H 2.23048 2.74784 5.94369 -0.19 -0.21 0.33
H 0.59618 2.19618 6.61599 0.52 0.34 0.61
H 0.64794 3.09152 5.16360 0.28 -0.01 -0.29
C -3.84801 0.76434 -2.69176 0.57 -0.29 0.16
C -2.63231 1.50801 -3.16323 -1.14 2.38 1.36
O -1.49756 1.10908 -3.19903 1.91 -1.59 0.13
C -2.80757 2.98089 -3.44460 0.30 0.31 -0.90
H -3.58999 0.05713 -1.90349 0.17 -0.39 -0.44
H -4.24628 0.30304 -3.59546 -0.39 -0.32 0.20
H -4.58073 1.40891 -2.20624 0.04 0.25 -0.51
H -3.34111 3.15942 -4.37818 -0.38 -0.15 0.00
H -1.80984 3.37782 -3.63199 -0.04 0.17 0.22
H -3.31503 3.55014 -2.66581 -0.03 -0.28 0.11
C 0.70419 -4.43989 1.74155 -0.34 -0.02 0.05
C 2.03745 -4.67301 2.42159 1.51 -1.35 -1.11
O 3.07974 -4.80453 1.74775 -2.18 0.43 1.46
C 2.08524 -4.74072 3.94391 0.40 0.70 -0.36
H 0.23535 -3.63125 2.30223 -0.13 0.12 -0.05
H 0.12871 -5.34830 1.91959 -0.02 -0.20 0.33
H 0.63336 -4.25688 0.66935 0.77 0.23 0.14
H 1.24096 -5.21163 4.44742 -0.16 -0.11 -0.62
H 1.97222 -3.66128 4.04463 -0.06 0.50 0.70
H 3.02769 -5.02217 4.41369 0.02 -0.14 -0.53
```
Forces are in eV/Å.



2.
C32H44BClF4N2O21 | wB97M-V/def2-TZVPD

Lowest unoccupied orbital energy = -3.03 eV
Multiplicity = 1
Frontier orbital gap = 5.8441 eV

The geometry in XYZ format:
```
105
Properties=species:S:1:pos:R:3:forces:R:3
C 4.34335 -3.73717 3.09714 -0.10 -0.54 -0.31
C 3.04750 -3.21015 2.24132 -0.55 -1.49 0.89
O 3.37073 -2.36517 1.07994 0.09 0.94 1.76
C 3.62429 -0.96458 1.46287 -0.96 0.51 1.78
C 2.28095 -0.01505 1.16012 2.06 0.21 -0.21
O 1.20357 -0.58219 1.98519 -1.37 1.34 -2.22
C -0.13054 -0.03303 1.57103 0.87 0.09 -0.02
C -1.19714 -1.29896 1.50917 -1.55 0.19 1.81
C -2.25067 -1.45034 2.70947 0.20 -4.29 -4.92
B -2.44927 -0.56212 4.07083 -0.35 0.60 3.73
O -2.49649 0.90885 4.18098 -1.44 -2.83 -1.40
O -2.54945 -1.33542 5.35926 -1.01 2.22 -3.61
C -3.18744 -2.75397 2.43963 2.42 1.61 -1.45
C -4.36873 -3.25517 3.46531 -4.13 -3.48 5.66
O -5.63569 -2.83090 3.48136 7.05 -0.83 -1.52
O -3.99521 -4.27015 4.48353 -0.33 5.45 -6.48
C -2.87032 -3.51793 1.07574 -0.35 -0.09 -0.45
C -3.86309 -4.82882 0.75505 -1.08 -1.31 -2.38
F -5.30411 -4.45725 0.69408 4.61 -0.88 0.36
F -3.54851 -5.40055 -0.60866 -0.87 2.23 3.76
C -3.56363 -6.09845 1.80185 0.64 -0.41 0.94
F -4.78917 -6.57322 2.49732 4.04 1.28 -2.73
F -2.84113 -7.19773 1.06759 -2.72 3.03 2.07
N -1.86616 -3.28893 0.04127 -3.25 1.08 5.65
N -1.12939 -2.21729 0.37963 0.46 1.80 1.54
Cl 0.14772 -1.91337 -0.80265 -1.05 -0.26 0.98
H 5.02047 -4.42934 2.41327 -1.26 1.72 1.39
H 3.99870 -4.43589 4.00067 0.54 1.71 -1.95
H 4.94114 -2.82834 3.52849 -1.00 -1.82 -0.86
H 2.47572 -4.16385 1.80783 1.32 2.13 0.80
H 2.30804 -2.71145 3.01509 1.42 -0.61 -1.80
H 3.73939 -0.96780 2.65124 -0.13 0.29 -2.49
H 4.61008 -0.51242 1.01672 -2.14 -1.05 0.46
H 2.53472 1.10807 1.47310 -0.66 -2.46 -0.44
H 2.05992 0.02038 0.00926 0.17 -0.32 2.27
H -0.38982 0.77754 2.37500 -0.23 -1.92 -1.36
H -0.06085 0.56452 0.53963 -0.22 -1.68 2.04
H -3.25744 1.30517 3.66408 1.46 -0.60 0.60
H -3.36564 -1.05547 5.86998 1.54 -0.21 -0.69
H -2.75583 -5.66434 2.56411 -2.24 -1.42 -1.17
C -0.90857 -4.04533 -5.55862 0.30 -0.21 -0.02
C -0.92362 -2.66153 -4.94163 -0.55 -1.33 -0.40
C -1.36782 -1.58123 -5.88134 -0.84 0.07 -0.37
O -0.73990 -0.43179 -5.33777 0.96 -0.02 0.59
C 0.38722 -0.87833 -4.69781 1.67 1.48 0.70
O 1.26796 -0.15266 -4.27079 -1.93 -1.55 -0.84
O 0.38836 -2.24010 -4.60646 0.34 1.19 0.12
H -0.33378 -4.73770 -4.93487 -0.23 0.11 0.01
H -1.92503 -4.43358 -5.67412 0.13 0.09 0.08
H -0.42827 -4.03767 -6.54306 -0.08 0.11 0.13
H -1.51831 -2.66721 -4.02022 -0.03 0.09 -0.09
H -2.45440 -1.45700 -5.89665 0.22 0.15 0.04
H -1.00784 -1.71678 -6.90761 0.00 -0.19 0.14
C -7.79502 -5.09081 3.46968 -0.06 0.04 0.34
C -9.19901 -5.46043 3.03608 1.62 0.09 -0.09
C -9.88112 -4.40478 2.21892 0.28 0.25 -0.78
O -11.25191 -4.67176 2.46509 -0.45 -0.43 0.88
C -11.31189 -5.25061 3.70634 -1.91 -0.37 1.21
O -12.34391 -5.44799 4.32328 2.16 0.44 -1.33
O -10.06359 -5.57235 4.15465 -1.37 0.19 -0.10
H -7.45198 -5.75650 4.26842 0.00 0.00 -0.25
H -7.09614 -5.15580 2.63026 -0.12 0.01 0.15
H -7.75711 -4.07273 3.87210 -0.02 -0.19 -0.15
H -9.19091 -6.42903 2.52186 -0.11 0.09 -0.07
H -9.65693 -4.48811 1.15163 -0.20 0.00 0.15
H -9.66447 -3.38342 2.55222 0.17 -0.17 0.07
C 1.36616 5.41558 0.20790 -0.29 -0.14 -0.07
C 2.60898 4.56766 0.38746 -0.91 1.27 0.30
C 3.75351 4.97177 -0.49241 0.40 0.94 0.05
O 4.48790 3.76396 -0.60559 -0.50 -1.22 0.10
C 3.57980 2.74845 -0.45248 0.64 -1.92 -0.58
O 3.81928 1.57385 -0.67073 -0.37 2.49 0.40
O 2.37657 3.23111 -0.02586 0.89 -0.93 -0.44
H 0.49781 4.92467 0.65931 0.19 0.11 0.09
H 1.49439 6.40041 0.66719 0.01 -0.16 -0.09
H 1.13013 5.55747 -0.85230 0.14 -0.01 0.13
H 2.89888 4.54474 1.44486 0.10 0.02 -0.11
H 4.36963 5.75822 -0.04719 0.01 -0.25 -0.11
H 3.44610 5.28275 -1.49739 -0.15 0.02 0.17
C 0.33138 6.97544 -6.01050 0.26 0.18 -0.18
C 0.25977 6.86059 -4.50136 -0.19 -0.40 -1.39
C -1.00120 7.41345 -3.90831 -0.85 -0.33 -0.14
O -0.59272 7.75201 -2.59321 1.06 0.25 0.28
C 0.74857 8.02538 -2.66782 1.14 1.07 1.75
O 1.39866 8.52699 -1.76759 -1.38 -1.16 -1.90
O 1.25293 7.66204 -3.88287 -0.09 0.42 1.15
H 1.35622 6.81275 -6.35984 -0.19 -0.14 0.09
H -0.32635 6.24446 -6.49043 0.10 0.06 0.12
H 0.04004 7.97584 -6.34843 -0.01 -0.12 0.15
H 0.43037 5.82153 -4.19491 -0.11 0.06 0.04
H -1.81209 6.67982 -3.88412 0.13 0.16 0.17
H -1.35644 8.32449 -4.40329 0.15 -0.14 -0.12
C 9.16370 2.85408 -1.54608 0.13 0.30 -0.17
C 9.16715 2.69686 -0.03908 0.07 -0.42 -1.35
C 7.80543 2.49545 0.55471 -0.57 -0.70 -0.18
O 7.97832 2.97909 1.87651 0.72 0.76 0.28
C 8.97529 3.91790 1.81289 0.51 1.52 1.93
O 9.26688 4.67327 2.72340 -0.67 -1.66 -2.03
O 9.59215 3.89170 0.59570 -0.32 0.28 1.07
H 10.12006 3.25962 -1.89210 -0.08 -0.21 0.09
H 8.98733 1.89352 -2.03954 0.04 0.11 0.12
H 8.38898 3.55663 -1.87182 0.04 -0.12 0.14
H 9.85941 1.89839 0.25400 -0.12 0.01 0.05
H 7.50150 1.44480 0.56445 0.01 0.20 0.16
H 7.02293 3.09068 0.07036 0.18 -0.07 -0.14
```
Forces are in eV/Å.



| no. | E (eV) |
| --- | --- |
| 1 | -59980.812 |
| 2 | -103932.241 |